[1]
Density functional theory data (the ωB97M-V functional and the def2-TZVPD basis) for the molecule C19H30N2O3.

```
54
Properties=species:S:1:pos:R:3:forces:R:3
C -1.07251 3.82567 -0.33429 0.0 0.2 -0.2
C -0.81092 3.95588 -1.83316 0.1 -0.1 0.1
C 0.52807 4.64820 -2.07972 -0.3 0.0 0.0
C -0.89626 2.60662 -2.55953 0.2 0.1 0.1
C 0.06485 1.53119 -2.06452 0.0 0.0 -0.3
N -0.44975 0.85872 -0.88079 -0.2 0.2 -0.3
C 0.34022 0.24515 0.01992 -0.5 -0.1 0.2
O 1.55735 0.22961 -0.08954 0.4 0.0 0.1
C -0.39079 -0.37446 1.19667 0.5 0.0 0.1
C -0.40788 0.63637 2.35064 -0.3 0.0 0.0
C -1.07863 0.03553 3.58169 0.4 0.0 0.0
C -0.36726 -1.24192 4.02873 -0.4 -0.2 0.1
C -1.04045 -1.83685 5.26207 0.2 0.1 -0.2
C -0.35281 -2.24530 2.87519 0.3 0.2 0.0
C 0.31780 -1.65453 1.64066 -0.3 -0.1 -0.1
C 0.29419 0.44996 -3.14296 0.2 0.4 0.3
O -0.41086 0.32006 -4.12054 -0.3 0.0 -0.2
N 1.35489 -0.32880 -2.85711 0.5 -0.3 0.0
C 1.58094 -1.59342 -3.53100 -0.3 0.0 0.1
C 1.30828 -2.72594 -2.59675 0.9 -0.2 -0.1
C 2.13945 -3.60527 -1.96707 -0.3 0.4 -0.4
C 1.31572 -4.41005 -1.14247 -0.6 0.1 0.1
C 0.04859 -3.95219 -1.32514 0.4 -0.7 0.5
O 0.03336 -2.93415 -2.20090 -0.3 0.4 -0.3
H -0.28594 3.24915 0.14604 0.1 -0.1 0.1
H -2.02795 3.33897 -0.14880 -0.1 -0.1 0.1
H -1.09962 4.81062 0.12686 0.0 0.1 0.1
H -1.59783 4.58804 -2.26147 0.0 -0.1 0.0
H 0.50627 5.65874 -1.67817 0.1 0.1 0.0
H 1.34165 4.11418 -1.59491 0.1 0.0 0.1
H 0.73908 4.70692 -3.14478 0.1 0.0 -0.1
H -1.91558 2.21851 -2.49064 -0.1 0.0 -0.1
H -0.69247 2.76265 -3.62055 -0.1 -0.1 0.0
H 1.03678 1.95730 -1.79677 -0.1 0.0 0.0
H -1.45146 0.77173 -0.81454 0.1 -0.1 0.1
H -1.42150 -0.60749 0.90798 0.0 0.0 0.0
H 0.62203 0.90985 2.58951 0.1 0.1 0.0
H -0.93560 1.54294 2.04392 0.1 0.1 0.0
H -1.07070 0.76681 4.39270 -0.1 0.0 0.0
H -2.12187 -0.19579 3.35164 -0.1 0.0 0.0
H 0.66872 -0.99070 4.28175 0.0 0.0 0.0
H -0.52141 -2.73665 5.58420 0.0 -0.1 0.1
H -1.03426 -1.12406 6.08363 0.0 0.0 0.1
H -2.07398 -2.09790 5.04311 -0.1 0.0 0.0
H 0.17699 -3.15035 3.17860 -0.1 -0.1 0.0
H -1.38065 -2.52756 2.63199 -0.1 -0.1 0.0
H 1.36040 -1.41532 1.85699 0.0 0.0 0.0
H 0.30755 -2.38178 0.82543 0.1 0.0 0.0
H 1.81892 -0.19514 -1.96224 -0.2 0.1 -0.1
H 2.61452 -1.65082 -3.88178 -0.1 -0.1 0.0
H 0.89588 -1.61902 -4.38399 0.2 0.0 0.0
H 3.20164 -3.67524 -2.07963 0.2 0.1 -0.1
H 1.62751 -5.20960 -0.50257 0.0 -0.2 0.2
H -0.89270 -4.25910 -0.91359 -0.2 0.0 0.0
```
Positions in Å, forces in eV/Å.

Values from the calculation:
- SMILES = CC(C)C[C@@H](NC(=O)[C@H]1CC[C@H](C)CC1)C(=O)NCc1ccco1
- strongest force on any atom (eV/Å) = 0.95
- energy relative to the best compared isomer or geometry (same formula, charge and spin) (kcal/mol) = 0.07
- E_HOMO (eV) = -8.56
- frontier orbital gap (eV) = 9.305

[2]
Density functional theory data (the ωB97M-V functional and the def2-TZVPD basis) for a cluster of 2 separate species, C5H13NO in total at a distorted geometry.

```
20
Properties=species:S:1:pos:R:3:forces:R:3
C -0.23434 -0.41987 -1.56361 -3.8 -2.1 1.4
C -0.88746 0.37438 -0.40572 2.8 0.3 3.4
C -0.11878 -0.06888 1.04284 -1.1 0.4 -2.9
C -0.03776 1.15818 1.90876 -2.2 1.2 -1.2
C -0.50438 2.40091 0.89967 -0.2 -3.3 2.8
N -0.62445 1.81991 -0.39790 0.8 0.4 -1.7
H -0.67015 -1.50754 -1.48353 1.3 1.6 0.2
H -0.66820 -0.17849 -2.49986 0.0 0.9 -1.1
H 0.82042 -0.41436 -1.57474 1.1 0.1 0.1
H -1.93149 0.27791 -0.13621 -0.6 -0.9 -0.9
H 0.80422 -0.42282 0.66488 1.1 -0.5 0.1
H -0.73324 -0.88721 1.39432 0.2 -0.2 0.5
H 0.95585 1.47272 2.33131 -1.3 -0.9 0.2
H -1.01185 1.04874 2.49896 2.2 0.5 0.6
H -1.47555 2.56121 1.32466 -0.7 1.0 0.0
H 0.16093 3.18017 1.21048 0.4 0.9 -1.2
H -1.43260 2.20697 -0.84783 0.0 0.7 -0.4
O 2.14779 -4.13109 -1.36042 -0.2 -1.7 -1.8
H 2.89576 -3.72757 -0.95680 0.9 0.5 0.5
H 2.54530 -4.74326 -2.04927 -0.8 1.1 1.3
```
Positions in Å, forces in eV/Å.

Values from the calculation:
- SMILES = C[C@H]1CCCN1.O
- strongest force on any atom (eV/Å) = 4.58
- energy relative to the best compared isomer or geometry (same formula, charge and spin) (kcal/mol) = 61.00
- E_HOMO (eV) = -8.60
- frontier orbital gap (eV) = 9.452

[3]
Density functional theory data (the ωB97M-V functional and the def2-TZVPD basis) for a cluster of 19 separate species, C56H94O58S10 in total at a distorted geometry.

```
218
Properties=species:S:1:pos:R:3:forces:R:3
O 3.18942 -4.81686 0.98142 -2.2 -0.3 0.3
C 2.06348 -5.30694 0.90908 1.4 1.4 -2.1
O 1.03974 -4.64611 0.18401 2.1 -0.9 0.9
C -0.06605 -5.51977 -0.03812 -0.9 0.1 1.6
C 0.17645 -6.70580 0.90680 0.2 -1.0 0.4
C 1.70718 -6.72287 1.31371 -1.8 1.2 -1.0
H -0.34058 -5.72555 -1.07271 1.1 -0.2 -0.3
H -0.96492 -5.01052 0.30945 0.0 0.3 0.1
H -0.25366 -7.59724 0.45026 0.5 -0.3 0.1
H -0.37750 -6.55975 1.83411 0.0 0.2 -0.1
H 2.35089 -7.39149 0.74215 -0.1 0.0 0.0
H 1.91319 -6.82146 2.37952 -0.2 -0.2 -0.1
O 7.44068 3.57615 0.00666 -4.7 1.6 -4.5
C 6.68750 3.91342 -1.00130 3.7 -2.0 3.5
O 5.36560 3.68492 -1.19919 0.9 0.1 2.5
C 4.94778 3.98240 -2.51302 -1.7 -1.1 0.8
C 6.09875 4.57055 -3.23961 -0.3 0.8 -0.6
C 7.27658 4.50259 -2.24140 0.1 -0.7 -1.3
H 4.01605 4.54772 -2.53248 0.1 0.5 0.5
H 4.61439 3.01478 -2.88804 0.2 -0.1 -0.4
H 5.81429 5.56572 -3.58141 0.4 0.0 -0.1
H 6.04700 3.86004 -4.06460 1.6 0.6 -0.7
H 7.92609 5.33226 -1.96231 -0.6 0.5 -0.4
H 7.98067 3.80748 -2.69874 0.2 -0.3 0.5
O 3.99632 3.01406 -5.91876 -2.0 1.6 0.6
C 3.09261 3.80196 -5.63519 2.0 -0.5 0.0
O 2.11576 3.49979 -4.77384 -1.5 -0.3 0.1
C 1.05430 4.51296 -4.81718 0.8 1.6 0.9
C 1.81732 5.82597 -5.17079 0.1 -0.9 -1.5
C 2.87984 5.24695 -6.10504 0.8 -1.4 0.1
H 0.57844 4.63805 -3.84455 0.2 -0.6 0.1
H 0.25076 4.31780 -5.52735 0.4 -0.5 -0.3
H 2.29811 6.34378 -4.34085 -0.3 -0.2 0.2
H 1.21240 6.49370 -5.78423 -0.3 0.2 0.6
H 3.86137 5.72034 -6.12977 -0.2 0.2 -0.3
H 2.50988 5.01621 -7.10403 -0.1 0.8 -0.4
O -6.78832 0.80142 1.19541 0.5 1.0 3.0
C -6.56282 1.27692 2.32855 0.3 -0.9 -4.7
O -7.35353 1.03491 3.36599 -0.2 -0.3 -2.4
C -7.02163 1.92756 4.38035 -0.9 -1.1 2.3
C -5.65178 2.42386 4.12506 1.0 2.8 0.7
C -5.38220 2.24499 2.65389 -1.5 -2.8 0.5
H -6.94564 1.16382 5.15432 -0.4 1.0 1.3
H -7.85342 2.61697 4.52510 0.2 0.2 0.1
H -5.03513 1.90934 4.86202 0.6 0.0 -0.8
H -5.48385 3.48682 4.29837 -0.4 0.1 0.6
H -4.45957 1.66545 2.62239 0.1 0.3 -1.1
H -5.53775 3.06295 1.95045 0.7 0.3 0.5
O -2.00762 7.29239 -4.51825 2.3 2.0 2.3
C -1.22776 7.79954 -3.66628 -3.4 -0.9 -7.7
O -1.08791 7.24718 -2.54733 -1.4 -2.1 2.3
C -0.08780 7.78446 -1.77166 1.8 1.6 -1.3
C 0.66875 8.72871 -2.81395 0.7 1.1 2.7
C -0.32456 9.00954 -3.89364 -0.2 -2.0 0.2
H 0.47636 6.88462 -1.52647 0.4 0.7 1.1
H -0.56875 8.41984 -1.02798 0.7 -0.5 0.5
H 1.64095 8.31488 -3.08166 -0.3 -0.2 -0.5
H 0.91016 9.68681 -2.35366 0.3 -0.1 0.5
H 0.23143 8.96605 -4.83016 -1.0 0.3 -0.4
H -1.01505 9.84117 -3.75321 0.6 0.5 -0.1
O 4.80112 6.00474 3.19911 -0.5 0.4 -1.7
C 4.13305 5.38146 2.39345 -0.5 2.0 3.4
O 4.31750 4.10223 2.31168 3.0 -2.7 0.7
C 3.25787 3.40015 1.83741 -2.9 0.0 -2.9
C 2.61686 4.48397 0.90398 -2.4 -1.1 -1.0
C 2.79868 5.66266 1.72182 0.9 2.8 1.2
H 2.52880 3.12148 2.59827 0.1 0.3 0.5
H 3.40661 2.46794 1.29246 1.1 0.2 0.1
H 1.52838 4.45164 0.85652 -0.2 -1.1 -0.5
H 2.94883 4.60740 -0.12688 0.6 -0.5 0.2
H 1.98877 5.68876 2.45084 0.4 -0.2 0.8
H 2.71002 6.67889 1.33772 0.4 -0.2 -0.7
O -0.36166 -4.55993 3.64033 -0.9 -0.5 0.2
C 0.63952 -4.14171 4.13464 0.6 -0.2 0.7
O 1.26721 -3.10462 3.58581 0.4 0.6 -0.1
C 2.60136 -3.00951 4.09949 0.7 -1.1 -0.3
C 2.88254 -4.39251 4.76845 -0.9 0.9 0.4
C 1.49511 -4.67181 5.32886 -2.0 0.3 -0.3
H 2.70858 -2.21256 4.83535 -0.2 0.1 -0.1
H 3.24529 -2.85126 3.23438 0.0 0.2 0.2
H 3.65519 -4.21321 5.51608 0.1 -0.7 -0.2
H 3.04028 -5.17943 4.03090 0.8 0.2 0.0
H 1.19139 -4.11849 6.21749 0.4 0.8 0.0
H 1.06059 -5.62641 5.62557 0.9 -0.6 -0.6
O -4.43424 5.63367 2.44248 2.9 1.1 -1.5
C -3.44577 5.92245 1.71593 -5.4 -2.0 2.5
O -2.88109 7.10125 1.73006 0.0 0.8 0.2
C -1.77653 7.12117 0.86160 0.7 0.3 -1.7
C -1.66919 5.72544 0.26847 1.3 -2.1 0.3
C -2.96464 4.98981 0.67770 1.5 0.3 -0.2
H -0.93143 7.54104 1.40713 0.2 -0.5 0.1
H -1.88123 7.74138 -0.02861 -1.1 0.7 0.6
H -0.85897 5.19042 0.76383 0.1 -0.1 0.4
H -1.34283 5.58600 -0.76214 -0.7 0.7 -0.2
H -2.73908 4.02776 1.13780 0.0 0.0 0.0
H -3.74138 4.80400 -0.06408 0.1 0.4 -0.2
O -4.38156 -8.09341 -0.17938 0.3 2.0 -3.1
C -4.20706 -7.32426 -1.14289 -0.7 -2.6 2.0
O -3.35301 -6.29406 -1.02903 0.4 0.9 -0.4
C -3.38104 -5.43242 -2.20806 -0.7 0.2 0.3
C -4.08680 -6.25994 -3.23801 2.2 -0.4 -2.3
C -4.86529 -7.33684 -2.55854 -0.7 1.5 1.2
H -2.40914 -5.07012 -2.54310 0.3 -0.6 0.4
H -3.93743 -4.51266 -2.02755 -0.2 -0.2 0.7
H -3.31589 -6.79269 -3.79475 0.4 0.0 -0.1
H -4.48753 -5.61466 -4.01975 -0.9 -0.2 0.3
H -4.93599 -8.26943 -3.11833 0.2 0.0 0.6
H -5.85429 -6.89427 -2.43976 -0.5 -0.6 0.4
C -0.32782 2.35470 5.92607 -0.3 -0.4 -1.7
C 1.03226 2.48712 5.19040 -0.3 0.8 1.4
O 0.87395 3.75452 4.57505 0.4 0.9 -3.7
S -0.67321 3.93608 3.89160 1.2 0.6 3.3
O -0.89407 2.92268 2.85355 0.1 2.1 2.1
O -1.02323 5.37430 3.75229 1.1 -4.2 -0.1
O -1.10692 3.51298 5.48127 -1.4 -0.4 -1.2
H -0.21028 2.28856 7.00768 -0.5 0.5 -0.2
H -0.83985 1.48851 5.50697 0.0 -0.1 0.6
H 1.29318 1.60572 4.60459 -0.3 0.4 -0.7
H 1.86284 2.65939 5.87490 -0.1 -0.1 0.1
C 0.10327 1.09210 -4.93729 0.0 0.0 -1.3
C 1.49393 0.62488 -5.52475 -0.4 0.3 -0.4
O 1.32791 -0.77216 -5.89206 -2.2 -1.0 0.4
S -0.31933 -1.26370 -5.73154 -0.9 0.5 -0.3
O -0.47397 -2.56111 -5.05314 1.0 2.9 -1.7
O -1.09328 -0.99652 -6.97015 2.4 -0.7 2.9
O -0.63612 -0.09204 -4.65058 0.1 -1.6 -0.1
H -0.45170 1.55227 -5.75482 0.2 0.4 -0.1
H 0.00822 1.75398 -4.07649 0.7 -0.4 0.1
H 2.42018 0.76277 -4.96693 -0.5 -0.5 0.8
H 1.73548 1.15632 -6.44524 -0.5 0.1 -0.1
C 0.94837 -0.21150 1.01733 -1.3 -0.3 -1.1
C 0.45897 -0.95828 -0.27161 0.7 0.0 1.7
O -0.26706 0.04307 -1.01497 0.7 1.5 -0.1
S 0.40137 1.56560 -0.80591 -0.2 -1.4 1.9
O -0.59864 2.50324 -0.33649 1.1 -1.5 -0.5
O 1.19666 1.96371 -1.93146 -0.3 -0.6 0.8
O 1.37447 1.05727 0.46674 -0.3 1.0 -1.3
H 1.70976 -0.75182 1.57983 0.6 0.4 -0.6
H 0.15806 -0.00742 1.73974 -0.4 0.0 -0.2
H -0.15063 -1.83695 -0.06088 -0.5 0.5 0.0
H 1.33421 -1.37245 -0.77211 0.0 0.5 -0.6
C -2.90079 -6.14497 2.81781 2.8 1.2 1.1
C -3.35518 -5.22266 3.94339 0.8 0.4 -0.1
O -4.56862 -5.74013 4.35516 -3.6 -1.0 0.1
S -5.40380 -6.37685 3.07597 0.2 -0.8 -1.5
O -5.88816 -5.29235 2.22808 0.7 -1.3 1.5
O -6.35217 -7.47642 3.37893 3.3 3.0 -0.2
O -3.92968 -6.91381 2.39821 -4.0 -0.9 0.0
H -2.10723 -6.77045 3.22662 0.0 -0.3 -0.3
H -2.47969 -5.46675 2.07566 -0.1 -0.5 -0.6
H -3.40798 -4.22507 3.50733 -0.4 0.3 0.5
H -2.75320 -5.24486 4.85180 0.3 0.1 -0.4
C 2.61872 -3.86222 -4.41132 1.2 2.8 0.5
C 2.40090 -4.32727 -5.77513 -0.3 -0.4 -0.7
O 2.05994 -5.65373 -5.48385 -0.9 -4.2 -0.2
S 1.28259 -5.95531 -4.03975 1.4 0.8 0.6
O 1.93179 -7.02854 -3.19907 -1.7 3.3 -3.0
O -0.15852 -5.94326 -4.19042 2.0 -0.5 0.1
O 1.72671 -4.46075 -3.54250 -2.2 -1.6 1.4
H 2.42675 -2.79581 -4.52978 0.1 0.3 1.2
H 3.58817 -4.10838 -3.97812 0.4 0.4 -0.8
H 3.28291 -4.14664 -6.38957 0.5 -1.1 0.3
H 1.64125 -3.88444 -6.41927 -0.7 0.3 0.8
C -4.38518 2.02352 -1.69307 -1.0 -1.8 1.5
C -3.17485 1.58898 -2.50510 -2.2 0.8 -0.7
O -2.80340 2.90863 -2.91547 1.9 1.3 -1.1
S -4.06216 3.80402 -3.39114 0.1 1.4 -1.4
O -4.56027 3.35558 -4.68269 0.7 0.3 1.9
O -3.74810 5.24456 -3.28022 -0.7 -3.9 0.7
O -5.00840 3.18126 -2.23404 0.6 1.4 -1.2
H -4.09404 2.28070 -0.67464 0.0 -0.2 0.1
H -5.16870 1.26642 -1.72473 0.2 -0.1 0.5
H -3.51425 1.02853 -3.37620 0.2 -0.1 -0.1
H -2.43273 0.99559 -1.97102 0.2 0.8 0.0
C -4.76229 -1.46628 1.67133 -0.8 -2.7 0.8
C -5.64197 -2.41694 0.75957 0.1 3.2 -0.4
O -4.66378 -2.96107 -0.16040 0.8 -0.3 -0.3
S -3.60532 -1.85112 -0.63632 1.7 -1.9 3.2
O -3.95901 -1.04214 -1.71134 -1.6 1.4 -1.4
O -2.31266 -2.51278 -0.84000 -2.2 0.9 1.6
O -3.84925 -0.89789 0.79314 1.6 -0.2 -2.7
H -4.23103 -2.06612 2.41028 0.3 -0.4 0.0
H -5.28023 -0.74037 2.29813 -0.2 0.2 -0.9
H -6.17273 -1.70821 0.12390 -0.6 0.1 0.2
H -6.38549 -3.10559 1.16088 1.0 -0.5 0.1
C -5.44993 -1.20360 5.85452 0.7 0.9 0.9
C -4.54382 -2.08012 6.73700 -1.5 -1.0 0.6
O -3.23285 -1.89222 6.35423 2.9 1.4 -1.4
S -2.99000 -0.36847 5.69269 -2.9 -0.4 1.3
O -2.02532 -0.38003 4.62722 -1.1 -0.3 1.4
O -2.99706 0.65645 6.73989 0.4 -2.1 -2.0
O -4.52164 -0.44542 5.06681 1.1 0.8 -0.7
H -6.01785 -0.52803 6.49418 -0.2 0.1 -0.2
H -6.11341 -1.76027 5.19269 0.3 0.1 -0.1
H -4.87845 -3.09653 6.52961 0.7 -0.3 0.1
H -4.57492 -1.94736 7.81842 -0.6 0.5 -0.1
C 6.24223 -1.71170 1.09290 -1.2 -1.2 1.8
C 6.65549 -2.17224 2.52222 1.6 1.3 0.2
O 6.00637 -1.24925 3.47743 -0.9 0.9 -2.2
S 5.44807 0.10666 2.61140 1.0 2.2 2.7
O 6.01141 1.35568 3.19764 -1.2 -4.0 -2.0
O 3.99689 0.04674 2.54478 1.8 -0.6 -0.5
O 6.21647 -0.29340 1.23640 -0.9 0.7 0.5
H 5.24446 -2.14388 1.01688 -0.4 0.4 -0.7
H 6.82135 -2.00701 0.21796 0.4 0.2 0.5
H 7.71283 -1.93513 2.64010 0.2 -0.3 0.0
H 6.50286 -3.20013 2.85125 -0.5 0.2 -0.4
C 5.76542 -6.36515 -1.66043 -0.9 2.0 -0.7
C 5.95709 -4.89176 -1.28246 0.7 -0.4 -0.1
O 6.32040 -4.17652 -2.45843 0.1 -1.3 -2.5
S 6.66063 -5.27069 -3.74586 2.4 0.9 -2.1
O 8.05890 -5.02805 -4.24777 -4.4 -0.7 2.0
O 5.61081 -5.33549 -4.79291 2.0 0.3 3.3
O 6.65951 -6.58651 -2.79030 -0.2 0.6 0.2
H 4.74269 -6.36713 -2.03741 -0.1 -1.1 0.1
H 5.93163 -6.91568 -0.73447 0.3 -0.8 -0.8
H 6.81879 -4.84794 -0.61638 -0.2 0.5 0.3
H 5.02190 -4.48522 -0.89746 0.2 0.1 0.3
```
Positions in Å, forces in eV/Å.

Values from the calculation:
- strongest force on any atom (eV/Å) = 8.51
- E_HOMO (eV) = -9.69
- frontier orbital gap (eV) = 9.341